14
Properties=species:S:1:pos:R:3:lowdin_spin:R:1 method="wB97M-V/def2-TZVPD" homo_energy_ev="-6.865 / -9.260" lumo_ev="0.75 / -2.47" s2=2.042 orbital_gap_ev="7.62 / 6.79" multiplicity=3 relative_energy_kj_mol=393.7 energy_ha=-287.2403
C 0.300 -0.049 1.356 0.237
C -0.371 -0.145 -0.010 0.124
C 0.203 0.707 2.359 1.502
C 0.577 -1.173 0.359 0.070
C 1.922 -1.155 -0.448 0.006
C -1.923 1.563 -0.373 0.016
N -1.185 0.359 -0.742 0.032
H 0.262 -2.069 0.751 0.002
H 1.523 -1.090 -1.569 0.002
H 2.493 -2.086 -0.440 0.001
H 2.534 -0.368 -0.145 0.001
H -1.462 1.969 0.435 0.008
H -2.916 1.310 -0.322 -0.001
H -1.956 2.228 -1.212 0.000